Record 1
Here is a structure of composition C15H31N6O6P2PdS from the OMol25 dataset. Energies are from ωB97M-V/def2-TZVPD.

```
62
Properties=species:S:1:pos:R:3:forces:R:3
Pd -0.529 1.890 0.142 -0.4438 -0.2243 -0.0546
C 1.956 -1.629 -4.488 0.0156 0.0182 -0.0152
N 1.334 -0.604 -3.662 -0.0330 -0.0789 0.0218
C 0.228 0.100 -4.303 0.0017 0.0001 -0.0072
P 1.318 -0.639 -2.025 0.0926 0.0295 -0.0801
O 1.278 0.691 -1.402 0.0121 0.0488 0.0809
O -0.074 -1.473 -1.683 -0.0645 -0.0358 0.0361
P -1.328 -1.002 -0.820 0.1468 -0.1204 -0.0085
O -1.594 0.469 -0.981 -0.0120 0.2767 0.0841
N -2.633 -1.820 -1.356 -0.0193 0.0008 -0.0034
C -3.399 -1.329 -2.500 0.0003 -0.0045 0.0056
C -2.684 -3.268 -1.184 -0.0009 -0.0041 -0.0002
N -0.992 -1.458 0.700 -0.0184 -0.0522 -0.0282
C 0.144 -2.257 1.139 -0.0108 -0.0047 0.0316
C -1.931 -1.087 1.755 0.0079 0.0162 -0.0064
N 2.486 -1.630 -1.477 0.0324 0.0527 0.0214
C 3.620 -1.082 -0.734 0.0131 -0.0103 -0.0031
C 2.502 -3.070 -1.674 -0.0117 -0.0073 -0.0079
H 2.197 -1.192 -5.457 0.0046 0.0014 0.0009
H 1.298 -2.489 -4.656 -0.0013 0.0043 0.0005
H 2.884 -1.969 -4.037 -0.0071 0.0029 -0.0034
H 0.580 0.563 -5.225 0.0019 0.0060 0.0033
H -0.140 0.885 -3.643 -0.0025 -0.0002 0.0015
H -0.597 -0.580 -4.546 0.0040 -0.0011 0.0009
H -3.338 -0.246 -2.550 -0.0023 -0.0009 -0.0005
H -4.443 -1.616 -2.376 -0.0005 0.0015 -0.0014
H -3.032 -1.755 -3.439 0.0023 0.0011 -0.0023
H -2.143 -3.562 -0.286 -0.0001 0.0035 -0.0001
H -2.253 -3.791 -2.043 0.0027 0.0000 -0.0004
H -3.723 -3.579 -1.074 -0.0006 0.0019 -0.0009
H 0.707 -2.621 0.286 0.0136 0.0096 -0.0175
H -0.214 -3.116 1.713 -0.0043 -0.0038 -0.0121
H 0.804 -1.660 1.769 -0.0035 0.0136 0.0033
H -2.734 -0.473 1.350 -0.0016 -0.0027 0.0014
H -1.413 -0.516 2.527 0.0073 -0.0052 -0.0012
H -2.372 -1.980 2.206 0.0034 0.0001 0.0038
H 3.481 -0.015 -0.579 -0.0041 0.0020 -0.0019
H 4.551 -1.249 -1.279 -0.0022 0.0003 0.0031
H 3.692 -1.570 0.241 -0.0042 -0.0054 -0.0004
H 1.601 -3.402 -2.185 -0.0011 -0.0013 0.0049
H 2.560 -3.581 -0.708 -0.0073 0.0017 0.0013
H 3.369 -3.376 -2.266 -0.0015 -0.0020 0.0018
O -1.502 4.496 1.926 0.0100 -0.0081 0.0842
C -0.547 3.840 2.266 -0.0231 0.0493 -0.2723
N 0.316 3.217 1.346 0.1994 0.1215 0.2295
S 1.321 2.165 2.109 -0.1338 -0.1645 -0.1622
O 0.757 0.874 1.637 -0.0219 0.1017 -0.1043
O 2.716 2.345 1.910 0.0204 0.0487 0.0765
C 0.839 2.565 3.745 0.0033 0.0848 -0.0270
C 1.367 2.125 4.943 -0.0147 -0.0066 0.0175
C 0.832 2.676 6.100 -0.0072 0.0083 -0.0048
C -0.172 3.642 6.042 0.0021 -0.0149 -0.0123
C -0.676 4.083 4.825 0.0170 -0.0046 0.0273
C -0.150 3.533 3.670 0.0449 -0.0474 0.0114
H 2.160 1.391 4.979 0.0006 0.0009 0.0022
H 1.208 2.358 7.063 0.0017 0.0034 0.0005
H -0.560 4.057 6.962 0.0008 -0.0035 0.0030
H -1.448 4.838 4.768 -0.0005 -0.0009 -0.0093
N -1.720 3.279 -0.764 0.1268 0.0105 0.0359
H -2.450 3.575 -0.120 0.0471 -0.0117 0.0632
H -2.141 2.923 -1.616 0.0246 -0.0733 0.0171
H -1.174 4.109 -0.977 -0.0012 -0.0212 -0.0271
```
Forces are in eV/Å.

The net charge is +1. The value obtained for the HOMO energy is -12.0 eV. The calculation puts the HOMO-LUMO gap at 8.613 eV. The calculation puts the energy above the lowest of the compared OMol25 structures with the same formula, charge and spin at 0.0 kJ/mol. The energy comes out at -70176.25495 eV.

Löwdin population analysis, charges in e, atoms 1 to 4: Pd 0.971; C -0.088; N -0.291; C -0.089


Record 2
Here is a structure of composition C15H32IrNO2PSi in a non-equilibrium geometry from the OMol25 dataset. Energies are from ωB97M-V/def2-TZVPD.

```
53
Properties=species:S:1:pos:R:3:forces:R:3
Ir -0.592 -0.165 -0.342 1.9451 -2.5132 1.6315
Si 0.094 -2.128 -1.400 0.6165 -2.4365 -0.6767
P 0.532 1.004 -1.817 1.4249 2.2661 -1.2174
N -2.175 0.537 0.271 -4.1833 2.4258 0.8660
H 3.525 0.875 0.603 -1.2075 0.3143 -0.8699
C 0.811 2.780 -1.499 0.2088 0.5007 -0.4363
H 1.015 3.302 -2.446 0.0148 -0.0062 0.1948
H 1.660 2.945 -0.827 -0.1609 -0.1590 -0.0705
H -0.080 3.226 -1.049 0.0665 -0.1595 0.0038
C 2.071 0.558 -2.712 0.1402 -0.0516 -0.0761
H 2.246 1.283 -3.519 -0.1412 -0.0765 0.1802
H 2.003 -0.435 -3.165 -0.0983 0.0858 0.1430
H 2.945 0.574 -2.051 -0.2920 -0.0389 0.0068
C -0.719 1.077 -3.133 0.1465 0.0484 -0.1145
H -0.323 1.688 -3.945 -0.1345 0.0216 -0.1633
H -1.616 1.531 -2.708 -0.0083 -0.0316 -0.1661
H -0.935 0.066 -3.477 -0.0639 0.0837 -0.0777
C 1.877 -2.806 -1.281 0.0137 0.2707 0.3485
H 2.184 -2.835 -0.229 0.0805 0.0335 -0.2567
H 2.595 -2.197 -1.838 0.0000 -0.0557 0.1423
H 1.906 -3.825 -1.684 -0.1296 0.1864 0.0136
H -0.644 -3.284 -0.801 -0.2474 -0.0354 -0.1939
H -0.124 -2.202 -2.874 -0.2874 0.0787 -0.1895
C -3.473 0.309 0.103 -0.1077 -0.4448 -0.2715
C -5.821 0.963 0.300 0.2048 -0.2356 -0.0114
C -4.499 1.154 0.655 0.3736 -0.1065 -0.1814
C -3.882 -0.783 -0.738 -0.0088 0.3101 -0.1721
C -5.211 -0.945 -1.083 0.3879 -0.2231 0.1150
C -6.185 -0.093 -0.555 0.0114 -0.0080 -0.1143
H -6.590 1.635 0.668 0.1032 -0.0789 0.0548
H -4.172 1.966 1.301 -0.1978 -0.1079 -0.1069
H -3.076 -1.416 -1.133 -0.4868 0.1639 0.0865
H -5.469 -1.745 -1.776 -0.1216 0.1795 0.2391
H -7.226 -0.262 -0.824 0.1826 0.1884 0.0850
C 3.659 0.138 1.373 0.2673 -0.8047 0.1628
O 2.776 -1.004 1.374 0.3517 0.6406 -0.1233
C 3.658 0.924 2.685 0.1990 -0.2845 -0.1503
H 4.588 1.501 2.743 -0.1088 -0.0849 0.1587
H 3.586 0.232 3.528 0.1379 0.1119 0.0270
H 2.833 1.640 2.737 -0.0427 -0.1814 -0.0336
C 5.005 -0.469 0.978 0.1022 -0.4087 0.5859
H 5.757 0.267 0.663 -0.2190 -0.0399 0.3520
H 4.875 -1.175 0.153 -0.1796 0.1681 0.0426
H 5.349 -1.058 1.832 0.3816 0.0542 -0.1037
C -1.247 -0.717 3.690 0.5845 0.0636 -0.0090
C -0.466 0.138 2.701 0.0910 0.3540 -0.4332
O -0.117 -0.616 1.538 0.5292 0.0746 0.7276
H -2.128 -1.164 3.239 -0.0561 -0.0137 -0.1339
H -1.555 -0.121 4.549 -0.0058 0.0525 0.0028
H -0.576 -1.501 4.046 -0.2508 -0.1363 0.0140
H -1.009 1.091 2.471 0.3409 -0.7806 -0.0922
H 0.521 0.397 3.109 -0.3043 0.2954 0.3859
H 1.839 -0.853 1.597 0.1380 0.5314 -0.1249
```
Forces are in eV/Å.

The net charge is 0. The value obtained for the HOMO energy (spin up / spin down) is -5.6 / -8.8 eV. The calculation puts the HOMO-LUMO gap (spin up / spin down) at 6.162 / 6.565 eV. The energy comes out at -41658.64753 eV. As for the multiplicity: 6.

Löwdin population analysis, charges in e, atoms 1 to 4: Ir 1.110; Si 0.297; P 0.485; N -0.156


Record 3
Here is a cluster of 2 separate species, C2H3F2PS in total in a non-equilibrium geometry from the OMol25 dataset. Energies are from ωB97M-V/def2-TZVPD.

```
9
Properties=species:S:1:pos:R:3:forces:R:3
F -2.902 -0.325 0.616 2.3785 0.4136 0.1263
P -1.221 -0.136 0.458 -3.5812 -0.8734 -3.4098
F -1.348 -0.672 -1.192 0.5766 0.5505 2.6758
S -1.087 1.912 -0.040 0.6343 -0.8878 1.1376
H -0.130 1.797 0.935 -0.3083 0.8236 -0.5015
C 1.790 -0.306 0.248 0.3984 0.4712 1.4069
C 1.658 -1.105 -0.621 0.0298 0.8748 0.3738
H 1.892 0.304 1.117 0.2138 -0.0540 -0.1082
H 1.346 -1.471 -1.521 -0.3419 -1.3185 -1.7010
```
Forces are in eV/Å.

The net charge is 0. The value obtained for the HOMO energy is -10.4 eV. The calculation puts the HOMO-LUMO gap at 10.782 eV. The calculation puts the energy above the lowest of the compared OMol25 structures with the same formula, charge and spin at 281.5 kJ/mol. The energy comes out at -27680.67380 eV.

Löwdin population analysis, charges in e, atoms 1 to 4: F -0.400; P 0.645; F -0.412; S 0.421


Record 4
Here is a structure of composition C32H46ClNO4P4W in a non-equilibrium geometry from the OMol25 dataset. Energies are from ωB97M-V/def2-TZVPD.

```
89
Properties=species:S:1:pos:R:3:forces:R:3
P -2.371 3.153 -5.035 -1.2658 1.1640 -3.0945
C -1.584 4.626 -5.808 0.4306 -0.1266 1.2089
C -1.288 4.705 -7.180 0.3729 0.0565 -0.3571
H -1.513 3.861 -7.854 0.1340 0.5564 0.4425
C -0.707 5.876 -7.694 -0.3356 -0.5622 0.3519
H -0.493 5.924 -8.767 -0.0830 0.1328 0.5007
C -0.411 6.940 -6.830 -0.1064 -0.2076 0.0191
H 0.036 7.845 -7.237 -0.0655 -0.1682 0.1229
C -0.683 6.856 -5.457 -0.2818 -0.1293 0.4241
H -0.467 7.700 -4.785 -0.0274 -0.4550 -0.4591
C -1.259 5.697 -4.925 -0.0348 -0.0707 -0.6866
H -1.485 5.593 -3.855 0.1850 0.2187 -0.5038
C -2.310 1.912 -6.395 0.7844 -0.5109 0.8352
C -1.101 1.166 -6.516 -0.6755 0.2189 -0.3276
H -0.279 1.363 -5.813 -0.3268 -0.2140 -0.3992
C -0.983 0.238 -7.555 0.4005 0.2193 0.3058
H -0.035 -0.309 -7.676 -0.6178 0.2406 0.0056
C -2.047 0.036 -8.443 -0.2516 0.1364 0.0272
H -1.947 -0.687 -9.251 0.0109 0.1596 0.2060
C -3.244 0.755 -8.314 0.1613 0.3378 0.4791
H -4.088 0.602 -8.995 0.4767 0.0082 0.2029
C -3.379 1.697 -7.281 -0.2848 -0.2722 -0.0945
H -4.321 2.261 -7.173 0.6231 -0.3462 -0.0681
C -4.151 3.624 -5.026 0.1564 -0.5020 1.1240
C -4.642 4.750 -5.713 -0.2461 0.3004 0.0932
H -3.963 5.408 -6.279 -0.4080 -0.4446 0.3570
C -6.019 5.034 -5.678 0.6019 -0.3670 0.1203
H -6.386 5.909 -6.223 0.0182 -0.4131 0.2419
C -6.879 4.202 -4.946 0.2255 0.1127 -0.1502
H -7.944 4.424 -4.924 0.2130 -0.0523 0.0263
C -6.389 3.091 -4.247 0.3059 -0.4648 0.1148
H -7.069 2.431 -3.688 0.2968 0.4826 -0.3004
C -5.024 2.795 -4.265 -0.0793 0.5793 -0.4744
H -4.617 1.935 -3.709 -0.3410 0.4926 -0.2606
W -0.079 0.263 -0.263 1.7066 2.4901 2.3206
C -0.764 -1.818 -0.429 -1.8632 0.2258 -3.0030
C -1.536 -1.933 -1.589 0.6001 -0.2129 0.8041
H -0.696 -2.764 0.111 0.3802 0.4757 0.4412
C -1.680 -0.726 -2.532 -1.2008 0.4505 -1.4892
O -3.126 -0.499 -2.695 0.0718 1.5124 -1.3861
H -3.324 0.294 -3.315 0.8915 -2.0521 1.4679
C -1.012 0.532 -2.010 -1.0643 -3.5072 0.3908
H -1.239 -0.988 -3.522 -0.2272 0.0867 0.3282
C -0.723 1.736 -1.644 1.2033 -0.0456 1.2478
Cl 1.102 2.222 0.657 -0.2882 -0.5301 -0.2136
P -1.898 0.501 1.565 1.3840 -0.1547 -0.4415
P 2.226 -0.486 -1.077 -0.8170 0.4052 1.0746
C -1.335 1.273 3.101 -0.1353 0.1232 0.3002
H -0.829 2.228 2.846 -0.3100 -0.5766 0.2480
H -0.616 0.610 3.629 -0.4556 0.4307 -0.4105
H -2.241 1.446 3.728 0.7121 -0.0055 -0.2772
C -3.094 1.619 0.802 -0.6260 0.2323 -0.0025
H -3.481 1.164 -0.133 0.1211 0.2132 0.5701
H -2.597 2.578 0.545 -0.3312 -0.5116 0.3122
H -3.920 1.770 1.532 0.3529 0.1546 -0.6081
C -2.788 -1.004 2.018 -0.3419 -0.2805 0.0857
H -2.065 -1.727 2.459 -0.5337 0.5462 -0.1510
H -3.229 -1.454 1.100 0.1905 0.3256 0.6629
H -3.587 -0.713 2.744 0.5641 -0.5048 -0.4875
C 3.591 -0.420 0.101 0.3661 -0.0677 0.1180
H 3.482 -1.241 0.840 0.0534 0.5659 -0.4092
H 3.582 0.559 0.630 -0.0040 -0.6940 -0.3205
H 4.527 -0.557 -0.488 -0.4900 0.1380 0.5239
C 2.277 -2.113 -1.858 0.1288 -0.2600 -0.4005
H 1.464 -2.168 -2.616 0.6286 -0.0211 0.3871
H 2.085 -2.891 -1.083 0.3289 0.5497 -0.5639
H 3.282 -2.224 -2.335 -0.8320 -0.2619 0.3282
C 2.571 0.764 -2.334 0.4047 0.0563 -0.6684
H 2.562 1.781 -1.895 0.0990 -0.6605 -0.1019
H 1.796 0.717 -3.121 0.4536 -0.0152 0.2778
H 3.564 0.517 -2.758 -0.4535 0.4101 0.0021
P -2.388 -3.522 -2.100 0.6184 1.8094 0.2900
C -1.745 -4.850 -1.096 0.1978 -0.7122 0.3267
C -2.080 -3.847 -3.845 0.0477 -0.2218 -0.4441
H -1.972 -4.640 -0.024 0.1919 -0.2746 -0.7950
H -0.643 -4.930 -1.242 -0.7911 0.0462 0.1619
H -2.224 -5.816 -1.404 0.3797 0.8303 0.3344
H -2.471 -2.995 -4.453 0.2545 -0.7232 0.4388
H -2.589 -4.801 -4.135 0.4044 0.8238 0.1264
H -0.984 -3.950 -4.005 -0.7298 0.0495 0.0488
C -4.161 -3.365 -1.857 -0.5938 -0.2496 0.0288
H -4.367 -3.201 -0.774 0.1094 -0.0997 -0.7730
H -4.656 -4.313 -2.189 0.2934 0.8107 0.2761
H -4.529 -2.493 -2.446 0.2634 -0.6994 0.4690
H -0.629 2.821 -1.814 -0.3835 -0.7950 -0.0165
O 2.326 -0.018 3.478 -2.2230 -2.0640 -2.1253
N 1.637 -1.035 3.077 1.8848 1.5833 1.8989
O 1.652 -2.052 3.795 -0.9576 1.0914 -2.2189
O 0.940 -0.990 1.928 0.4001 -0.3452 0.9828
```
Forces are in eV/Å.

The net charge is +2. The value obtained for the HOMO energy (spin up / spin down) is -12.1 / -12.1 eV. The calculation puts the HOMO-LUMO gap (spin up / spin down) at 6.997 / 2.881 eV. The energy comes out at -95093.21913 eV. As for the multiplicity: 3.

Löwdin population analysis, charges in e, atoms 1 to 4: P 1.229; C -0.372; C -0.064; H 0.116